Entry 1:
ORCA calculation (wB97M-V/def2-TZVPD) on a gas-phase ion, C12H9IN (charge +1) at a distorted geometry.

The structure (SMILES) is I[C@@H]1c2ccccc2-c2cccc[n+]21. The HOMO-LUMO gap is 8.4 eV. Its LUMO energy is -0.1653 hartree. The calculation puts the HOMO energy at -12.92 eV. As for the total charge: +1.

Positions of all 23 atoms, in Å:
1 I 3.520 0.043 0.409
2 C 1.659 0.065 -0.685
3 C 0.692 1.159 -0.253
4 C 0.876 2.545 -0.348
5 C -0.103 3.466 0.000
6 C -1.301 2.950 0.497
7 C -1.516 1.561 0.654
8 C -0.535 0.657 0.191
9 C -0.383 -0.774 0.230
10 C -1.297 -1.714 0.534
11 C -1.007 -3.083 0.508
12 C 0.227 -3.436 -0.042
13 C 1.078 -2.405 -0.384
14 N 0.735 -1.166 -0.324
15 H 1.760 -0.151 -1.806
16 H 1.603 3.002 -0.980
17 H -0.137 4.465 -0.319
18 H -2.112 3.604 0.519
19 H -2.447 1.019 0.869
20 H -2.252 -1.253 0.810
21 H -1.794 -3.654 0.924
22 H 0.591 -4.355 -0.316
23 H 2.145 -2.545 -0.688


Entry 2:
ORCA calculation (wB97M-V/def2-TZVPD) on a molecular structure, C12H9N2O3S2Se4Tl.

The HOMO-LUMO gap is 5.2 eV. As for the energy above the lowest of the compared OMol25 structures with the same formula, charge and spin: 9.3 kcal per mole. Its LUMO energy is 0.1587 hartree. The calculation puts the HOMO energy at -0.90 eV. As for the total charge: -2.

Positions of all 33 atoms, in Å:
1 Tl 0.158 1.725 3.754
2 Se -0.841 -0.409 6.129
3 Se 0.553 -1.368 4.506
4 Se 2.756 -0.811 5.005
5 Se 3.238 1.249 3.945
6 S 0.953 3.886 1.358
7 C 1.210 2.631 0.257
8 N 2.012 1.576 0.580
9 C 2.302 0.553 -0.247
10 C 1.810 0.517 -1.514
11 C 0.926 1.542 -1.896
12 C 0.632 2.568 -1.041
13 H 2.322 1.490 1.566
14 H 2.912 -0.234 0.174
15 H 2.037 -0.320 -2.155
16 H 0.444 1.496 -2.866
17 H -0.053 3.360 -1.309
18 O 0.077 -3.861 -0.172
19 S 0.406 -2.516 -0.578
20 O 1.469 -2.395 -1.557
21 N 0.619 -1.518 0.659
22 C -0.326 -0.567 0.718
23 O -0.430 0.362 1.523
24 C -1.357 -0.698 -0.388
25 C -2.472 0.093 -0.595
26 C -3.294 -0.205 -1.678
27 C -2.993 -1.268 -2.528
28 C -1.869 -2.057 -2.312
29 C -1.066 -1.746 -1.231
30 H -2.672 0.914 0.083
31 H -4.181 0.391 -1.860
32 H -3.647 -1.487 -3.365
33 H -1.636 -2.891 -2.963


Entry 3:
ORCA calculation (wB97M-V/def2-TZVPD) on a molecular structure, C13H10AsO6S2Tc at a distorted geometry.

The HOMO-LUMO gap is 6.7 eV. As for the energy above the lowest of the compared OMol25 structures with the same formula, charge and spin: 1.3 kcal per mole. Its LUMO energy is -0.0453 hartree. The calculation puts the HOMO energy at -7.92 eV.

Positions of all 33 atoms, in Å:
1 Tc -0.209 0.197 -1.276
2 O 3.224 -1.724 -3.215
3 As 1.948 -2.213 -2.103
4 O 0.607 -1.544 -3.395
5 O 0.234 -1.324 -0.572
6 C 2.700 -1.196 -0.580
7 C 3.044 -2.025 0.492
8 C 3.454 -1.491 1.699
9 C 3.553 -0.114 1.860
10 C 3.222 0.718 0.806
11 C 2.799 0.169 -0.393
12 S 2.051 1.345 -1.484
13 O 2.940 2.429 -1.745
14 O 1.485 0.662 -2.638
15 O 0.827 1.762 -0.688
16 H 3.003 -1.938 -4.123
17 H 2.937 -3.098 0.368
18 H 3.665 -2.144 2.533
19 H 3.860 0.309 2.804
20 H 3.250 1.795 0.889
21 S -0.843 -0.968 -3.127
22 C -1.895 0.505 -0.613
23 C -3.025 0.673 0.192
24 C -3.559 1.954 0.420
25 C -4.518 2.140 1.393
26 C -4.983 1.062 2.133
27 C -4.493 -0.216 1.891
28 C -3.523 -0.418 0.933
29 H -3.170 2.784 -0.149
30 H -4.901 3.132 1.583
31 H -5.728 1.219 2.899
32 H -4.860 -1.053 2.466
33 H -3.093 -1.388 0.740


Entry 4:
ORCA calculation (wB97M-V/def2-TZVPD) on a molecular structure, C13H10Cl5N4NdS2 at a distorted geometry.

The HOMO-LUMO gap (alpha / beta) is 7.3 / 7.3 eV. As for the energy above the lowest of the compared OMol25 structures with the same formula, charge and spin: 0.0 kcal per mole. Its LUMO energy (alpha / beta) is -0.0277 / -0.0252 hartree. The spin multiplicity is 4. The calculation puts the HOMO energy (alpha / beta) at -8.03 / -8.03 eV.

Positions of all 35 atoms, in Å:
1 Nd 0.349 -0.028 -0.871
2 N -0.280 -0.028 1.743
3 C -0.483 -1.449 2.106
4 C -1.906 -1.909 1.772
5 C -2.065 -2.401 0.335
6 N -2.018 -1.271 -0.609
7 H 0.652 0.241 2.085
8 H -0.951 0.533 2.272
9 H -0.295 -1.603 3.177
10 H 0.253 -2.044 1.536
11 H -2.602 -1.081 1.945
12 H -2.183 -2.723 2.445
13 H -3.013 -2.947 0.249
14 H -1.254 -3.091 0.080
15 H -2.844 -0.694 -0.440
16 H -2.121 -1.657 -1.552
17 Cl 2.458 2.570 -1.304
18 C 0.884 3.281 -1.118
19 C -0.175 2.370 -1.126
20 C -1.428 2.940 -0.922
21 Cl -2.744 1.823 -0.871
22 C -1.657 4.297 -0.743
23 Cl -3.240 4.905 -0.470
24 C -0.562 5.160 -0.763
25 Cl -0.791 6.840 -0.506
26 C 0.727 4.652 -0.949
27 Cl 2.083 5.706 -0.938
28 S 2.659 -0.602 0.430
29 C 3.132 -2.094 -0.356
30 C 4.461 -2.439 -0.045
31 N 5.560 -2.630 0.228
32 C 2.390 -2.879 -1.199
33 S 0.760 -2.597 -1.788
34 C 2.935 -4.078 -1.699
35 N 3.311 -5.073 -2.133


Entry 5:
ORCA calculation (wB97M-V/def2-TZVPD) on a molecular structure, C13H10ClIrO4PSSe2 at a distorted geometry.

The HOMO-LUMO gap (alpha / beta) is 6.1 / 6.8 eV. As for the energy above the lowest of the compared OMol25 structures with the same formula, charge and spin: 0.0 kcal per mole. Its LUMO energy (alpha / beta) is -0.0510 / -0.0616 hartree. The spin multiplicity is 2. The calculation puts the HOMO energy (alpha / beta) at -7.53 / -8.52 eV.

Positions of all 33 atoms, in Å:
1 Ir 0.548 -3.296 -0.639
2 Se 1.031 -2.354 1.449
3 P 0.108 -0.278 0.227
4 Se -0.074 -1.184 -1.812
5 C -1.547 0.247 0.763
6 C -2.646 0.228 -0.086
7 C -3.895 0.600 0.391
8 C -4.055 0.981 1.715
9 C -2.961 0.990 2.569
10 C -1.715 0.613 2.100
11 C 1.064 1.255 0.051
12 C 1.512 1.883 1.215
13 C 2.335 2.993 1.137
14 C 2.736 3.472 -0.103
15 C 2.300 2.846 -1.260
16 C 1.473 1.735 -1.188
17 H -2.529 -0.075 -1.118
18 H -4.746 0.580 -0.277
19 H -5.036 1.252 2.084
20 H -3.081 1.271 3.607
21 H -0.873 0.588 2.781
22 H 1.232 1.493 2.186
23 H 2.680 3.469 2.046
24 H 3.404 4.321 -0.166
25 H 2.616 3.209 -2.229
26 H 1.154 1.244 -2.098
27 O 3.554 -4.745 -2.647
28 Cl 2.481 -3.828 -2.689
29 O 2.415 -3.109 -3.905
30 O 1.189 -4.527 -2.442
31 O 2.562 -2.885 -1.534
32 S -2.135 -5.037 0.115
33 C -1.103 -3.955 -0.242


Entry 6:
ORCA calculation (wB97M-V/def2-TZVPD) on a molecular structure, C13H10FN3O3Tl.

The HOMO-LUMO gap is 4.9 eV. As for the energy above the lowest of the compared OMol25 structures with the same formula, charge and spin: 11.9 kcal per mole. Its LUMO energy is 0.0625 hartree. The calculation puts the HOMO energy at -3.21 eV. As for the total charge: -1.

Positions of all 31 atoms, in Å:
1 Tl -1.194 -0.017 -1.001
2 F -1.206 6.333 -0.283
3 C -0.790 5.044 -0.101
4 C 0.251 4.553 -0.865
5 C 0.677 3.253 -0.668
6 C 0.080 2.401 0.283
7 C 0.483 1.006 0.425
8 C -0.989 2.946 1.013
9 C -1.420 4.257 0.834
10 H 0.711 5.181 -1.617
11 H 1.477 2.862 -1.287
12 H 0.278 0.604 1.418
13 H 1.466 0.760 0.034
14 H -1.492 2.330 1.752
15 H -2.244 4.659 1.411
16 O 0.586 0.424 -2.832
17 N 0.006 1.346 -3.484
18 O 0.584 1.901 -4.414
19 O -1.174 1.631 -3.179
20 N 0.735 -7.150 2.893
21 C 0.596 -6.191 2.276
22 C 0.426 -4.980 1.494
23 C -0.155 -5.047 0.236
24 C -0.299 -3.858 -0.467
25 N 0.095 -2.685 0.010
26 C 0.653 -2.634 1.213
27 C 0.841 -3.760 2.005
28 H -0.484 -5.988 -0.182
29 H -0.756 -3.850 -1.450
30 H 0.959 -1.651 1.554
31 H 1.297 -3.685 2.982


Entry 7:
ORCA calculation (wB97M-V/def2-TZVPD) on a molecular structure, C13H10N3O3Pt at a distorted geometry.

The HOMO-LUMO gap (alpha / beta) is 5.9 / 5.7 eV. As for the energy above the lowest of the compared OMol25 structures with the same formula, charge and spin: 58.3 kcal per mole. Its LUMO energy (alpha / beta) is 0.1038 / 0.1037 hartree. The spin multiplicity is 3. The calculation puts the HOMO energy (alpha / beta) at -3.03 / -2.85 eV. As for the total charge: -1.

Positions of all 30 atoms, in Å:
1 Pt 1.526 -1.553 -1.065
2 O -2.410 2.412 0.155
3 C -2.348 2.404 -1.203
4 C -3.181 3.251 -1.931
5 C -3.149 3.275 -3.314
6 C -2.273 2.441 -3.990
7 C -1.445 1.599 -3.266
8 C -1.454 1.553 -1.873
9 C -0.502 0.591 -1.229
10 O 0.224 -0.073 -2.030
11 N -0.468 0.515 0.092
12 N 0.457 -0.397 0.491
13 C 0.569 -0.551 1.750
14 C 1.535 -1.520 2.286
15 C 1.737 -1.748 3.648
16 C 2.683 -2.687 4.029
17 C 3.390 -3.375 3.059
18 C 3.113 -3.085 1.725
19 N 2.219 -2.191 1.372
20 H -3.077 3.056 0.416
21 H -3.866 3.902 -1.394
22 H -3.807 3.942 -3.856
23 H -2.232 2.442 -5.071
24 H -0.754 0.939 -3.769
25 H -0.062 0.048 2.402
26 H 1.161 -1.192 4.379
27 H 2.865 -2.885 5.079
28 H 4.131 -4.119 3.322
29 H 3.603 -3.590 0.895
30 O 1.814 -3.405 -1.108


Entry 8:
ORCA calculation (wB97M-V/def2-TZVPD) on a molecular structure, C13H11AsCl2CoF6N2O6.

The HOMO-LUMO gap (alpha / beta) is 8.3 / 8.0 eV. As for the energy above the lowest of the compared OMol25 structures with the same formula, charge and spin: 6.1 kcal per mole. Its LUMO energy (alpha / beta) is 0.0880 / 0.0758 hartree. The calculation puts the HOMO energy (alpha / beta) at -5.86 / -5.93 eV. As for the total charge: -1.

Positions of all 42 atoms, in Å:
1 Co -0.699 0.594 -0.956
2 O 0.611 -0.461 -0.081
3 N 0.315 -0.788 1.130
4 N -0.840 -0.437 1.494
5 O -1.675 0.199 0.712
6 C -1.273 -0.747 2.834
7 C -2.525 -0.306 3.218
8 C -2.960 -0.588 4.507
9 C -2.154 -1.295 5.385
10 C -0.898 -1.727 4.973
11 C -0.446 -1.457 3.693
12 H -3.130 0.246 2.516
13 H -3.937 -0.245 4.823
14 H -2.497 -1.508 6.389
15 H -0.260 -2.276 5.653
16 H 0.529 -1.779 3.362
17 O -2.928 0.279 -3.804
18 Cl -2.872 0.210 -2.385
19 O -4.147 -0.012 -1.805
20 O -2.257 1.465 -1.832
21 O -1.887 -0.813 -1.945
22 F -0.055 2.185 -0.015
23 As 1.213 3.319 0.649
24 F 1.679 2.051 1.719
25 F 2.321 2.702 -0.537
26 F 2.400 4.390 1.273
27 F 0.655 4.479 -0.496
28 F 0.028 3.847 1.777
29 Cl 4.250 -3.525 -3.619
30 C 3.127 -2.220 -3.298
31 C 1.870 -2.252 -3.874
32 C 0.995 -1.205 -3.625
33 C 1.361 -0.134 -2.809
34 C 0.414 0.965 -2.555
35 C 2.629 -0.145 -2.224
36 C 3.517 -1.178 -2.471
37 H 1.585 -3.080 -4.507
38 H 0.004 -1.219 -4.063
39 H -0.344 1.074 -3.327
40 H 0.869 1.909 -2.285
41 H 2.912 0.666 -1.567
42 H 4.501 -1.183 -2.025


Entry 9:
ORCA calculation (wB97M-V/def2-TZVPD) on a molecular structure, C13H11BaN3O5S at a distorted geometry.

The HOMO-LUMO gap (alpha / beta) is 4.4 / 6.5 eV. Its LUMO energy (alpha / beta) is 0.0595 / 0.0595 hartree. The spin multiplicity is 2. The calculation puts the HOMO energy (alpha / beta) at -2.79 / -4.93 eV. As for the total charge: -1.

Positions of all 34 atoms, in Å:
1 Ba 1.999 1.437 1.158
2 O 6.162 2.812 0.891
3 C 4.959 2.680 0.921
4 O 4.323 1.523 0.964
5 C 4.012 3.925 0.911
6 O 4.463 5.048 0.858
7 O 2.732 3.625 0.977
8 N -5.711 -0.515 1.237
9 C -4.974 0.006 0.202
10 S -5.720 0.054 -1.330
11 C -3.653 0.430 0.475
12 C -2.817 1.006 -0.530
13 C -1.530 1.362 -0.254
14 N -0.902 1.201 0.945
15 C -1.702 0.694 1.905
16 C -3.011 0.317 1.746
17 H -6.667 -0.741 1.037
18 H -5.403 -0.461 2.190
19 H -3.227 1.158 -1.519
20 H -0.932 1.800 -1.051
21 H -1.249 0.551 2.885
22 H -3.498 -0.090 2.624
23 O 1.505 -1.451 1.003
24 N 1.687 -1.882 -0.202
25 C 0.648 -1.871 -1.075
26 C 0.816 -2.327 -2.362
27 C 2.053 -2.802 -2.772
28 C 3.101 -2.802 -1.865
29 C 2.902 -2.339 -0.583
30 H -0.263 -1.474 -0.649
31 H -0.038 -2.294 -3.023
32 H 2.199 -3.159 -3.782
33 H 4.090 -3.148 -2.128
34 H 3.646 -2.274 0.196


Entry 10:
ORCA calculation (wB97M-V/def2-TZVPD) on a molecular structure, C13H11Br3F2 at a distorted geometry.

The HOMO-LUMO gap is 9.4 eV. As for the energy above the lowest of the compared OMol25 structures with the same formula, charge and spin: 3.1 kcal per mole. Its LUMO energy is 0.0007 hartree. The calculation puts the HOMO energy at -9.38 eV.

Positions of all 29 atoms, in Å:
1 C 10.850 10.098 6.251
2 Br 10.301 8.425 6.931
3 Br 9.608 10.931 4.959
4 Br 12.631 9.983 5.348
5 H 11.043 10.805 7.068
6 F 9.333 5.279 7.018
7 C 8.472 5.405 8.057
8 C 8.922 5.147 9.319
9 C 8.033 5.114 10.390
10 C 6.745 5.518 10.140
11 C 6.339 5.908 8.889
12 C 7.163 5.803 7.793
13 H 9.965 4.871 9.405
14 H 8.312 4.684 11.343
15 H 5.967 5.538 10.898
16 H 5.319 6.186 8.739
17 H 6.802 6.070 6.810
18 F 10.938 13.390 7.573
19 C 12.045 13.783 6.870
20 C 13.217 13.935 7.568
21 C 14.292 14.394 6.871
22 C 14.238 14.691 5.525
23 C 13.059 14.493 4.795
24 C 11.927 14.022 5.496
25 H 13.277 13.581 8.575
26 H 15.240 14.556 7.380
27 H 15.069 15.054 4.939
28 H 13.029 14.727 3.723
29 H 10.983 13.940 5.026


Entry 11:
ORCA calculation (wB97M-V/def2-TZVPD) on a single C13H11ClN2O2 molecule.

The structure (SMILES) is NC(=O)c1cc(C(=O)Cc2ccc(Cl)cc2)c[nH]1. The HOMO-LUMO gap is 9.4 eV. Its LUMO energy is 0.0155 hartree. The calculation puts the HOMO energy at -8.94 eV.

Positions of all 29 atoms, in Å:
1 N 3.779 2.728 0.686
2 C 3.006 2.099 -0.254
3 O 2.684 2.647 -1.286
4 C 2.645 0.710 0.057
5 C 1.655 -0.048 -0.522
6 C 1.679 -1.321 0.095
7 C 0.834 -2.487 -0.152
8 O 0.977 -3.529 0.452
9 C -0.250 -2.307 -1.203
10 C -1.265 -1.294 -0.749
11 C -1.831 -1.404 0.517
12 C -2.762 -0.483 0.960
13 C -3.134 0.560 0.128
14 Cl -4.295 1.719 0.677
15 C -2.589 0.684 -1.139
16 C -1.657 -0.244 -1.568
17 C 2.707 -1.287 1.026
18 N 3.268 -0.067 1.004
19 H 3.784 2.427 1.645
20 H 3.960 3.706 0.522
21 H 0.992 0.297 -1.287
22 H 0.207 -1.992 -2.142
23 H -0.734 -3.276 -1.353
24 H -1.539 -2.221 1.160
25 H -3.197 -0.572 1.943
26 H -2.888 1.497 -1.780
27 H -1.237 -0.147 -2.559
28 H 3.042 -2.068 1.680
29 H 4.081 0.205 1.533


Entry 12:
ORCA calculation (wB97M-V/def2-TZVPD) on a molecular structure, C13H11HoO5P at a distorted geometry.

The HOMO-LUMO gap (alpha / beta) is 6.2 / 6.3 eV. Its LUMO energy (alpha / beta) is -0.4916 / -0.4867 hartree. The spin multiplicity is 5. The calculation puts the HOMO energy (alpha / beta) at -19.55 / -19.56 eV. As for the total charge: +3.

Positions of all 31 atoms, in Å:
1 O -0.322 -0.920 -6.708
2 C 0.426 -0.419 -5.999
3 Ho 0.903 0.167 -1.145
4 O 0.885 -2.558 -3.605
5 C 0.973 -1.708 -2.822
6 C -0.936 1.159 -2.487
7 O -1.889 1.367 -3.113
8 C -1.170 -1.068 -2.023
9 O -1.970 -1.409 -2.776
10 C 1.714 1.403 -3.257
11 O 2.137 1.974 -4.177
12 C -0.827 -2.447 1.282
13 P -0.986 -0.689 0.681
14 C -2.618 0.078 1.031
15 C 0.301 0.255 1.635
16 C 1.711 0.006 1.552
17 C 2.569 0.739 2.391
18 C 2.109 1.749 3.228
19 C 0.743 2.050 3.214
20 C -0.158 1.338 2.412
21 H -1.390 -3.152 0.637
22 H -1.211 -2.545 2.307
23 H 0.230 -2.775 1.281
24 H -2.963 -0.058 2.067
25 H -2.679 1.166 0.849
26 H -3.332 -0.414 0.354
27 H 2.128 -0.756 0.853
28 H 3.644 0.601 2.367
29 H 2.796 2.347 3.846
30 H 0.391 2.884 3.816
31 H -1.212 1.634 2.309